i) Density functional theory data (wB97M-V/def2-TZVPD) for 14 unconnected molecules or ions with the total composition C44H122N6O14.

- Frontier orbital gap: 8.798 eV
- Lowest unoccupied orbital energy: 0.4 eV
- Molar mass: 959.49 g mol⁻¹
- HOMO energy: -8.43 eV

Each atom is followed by the atoms it is bonded to, with distances in Å.
Cartesian coordinates (Å):
1 C -1.586 -3.271 2.793  C2 1.499, H7 1.087, H8 1.058, H9 1.095
2 C -1.562 -3.190 4.289  C1 1.499, C3 1.549, N6 1.456, H10 1.125
3 C -0.107 -3.079 4.806  C2 1.549, O4 1.405, H11 1.093, H12 1.116
4 O 0.656 -4.198 4.432  C3 1.405, C5 1.393
5 C 1.902 -4.303 5.045  O4 1.393, H13 1.077, H14 1.079, H15 1.084
6 N -2.239 -1.956 4.664  C2 1.456, H16 1.019, H17 1.015
7 H -1.387 -4.274 2.423  C1 1.087
8 H -0.845 -2.633 2.389  C1 1.058
9 H -2.552 -3.008 2.348  C1 1.095
10 H -2.001 -4.078 4.823  C2 1.125
11 H -0.097 -2.990 5.895  C3 1.093
12 H 0.322 -2.098 4.490  C3 1.116
13 H 1.880 -4.037 6.089  C5 1.077
14 H 2.586 -3.623 4.562  C5 1.079
15 H 2.178 -5.342 4.906  C5 1.084
16 H -3.181 -1.825 4.298  N6 1.019
17 H -2.381 -1.918 5.668  N6 1.015
18 C 6.714 3.207 -1.897  C19 1.508, H24 1.085, H25 1.090, H26 1.102
19 C 5.875 2.126 -2.530  C18 1.508, C20 1.521, N23 1.493, H27 1.075
20 C 4.383 2.256 -2.262  C19 1.521, O21 1.398, H28 1.096, H29 1.110
21 O 3.696 1.223 -2.906  C20 1.398, C22 1.412
22 C 2.321 1.196 -2.591  O21 1.412, H30 1.098, H31 1.117, H32 1.104
23 N 6.112 2.092 -4.004  C19 1.493, H33 1.042, H34 1.013
24 H 6.438 4.239 -2.083  C18 1.085
25 H 7.736 3.113 -2.267  C18 1.090
26 H 6.751 3.048 -0.807  C18 1.102
27 H 6.105 1.151 -2.138  C19 1.075
28 H 4.041 3.244 -2.592  C20 1.096
29 H 4.182 2.181 -1.173  C20 1.110
30 H 1.789 2.044 -3.042  C22 1.098
31 H 2.090 1.315 -1.505  C22 1.117
32 H 1.914 0.247 -2.983  C22 1.104
33 H 5.621 2.951 -4.330  N23 1.042
34 H 5.573 1.376 -4.476  N23 1.013
35 C 3.413 -0.962 3.409  C36 1.553, H41 1.118, H42 1.092, H43 1.061
36 C 3.398 0.588 3.308  C35 1.553, C37 1.533, N40 1.450, H44 1.104
37 C 4.163 1.046 2.061  C36 1.533, O38 1.424, H45 1.110, H46 1.115
38 O 5.349 0.270 1.927  C37 1.424, C39 1.427
39 C 6.114 0.569 0.760  O38 1.427, H47 1.091, H48 1.056, H49 1.104
40 N 2.037 1.071 3.178  C36 1.450, H50 1.014, H51 1.044
41 H 3.355 -1.384 2.376  C35 1.118
42 H 2.577 -1.405 3.955  C35 1.092
43 H 4.261 -1.404 3.868  C35 1.061
44 H 3.851 1.093 4.179  C36 1.104
45 H 4.444 2.119 2.104  C37 1.110
46 H 3.534 0.814 1.170  C37 1.115
47 H 7.076 0.087 0.943  C39 1.091
48 H 6.285 1.605 0.653  C39 1.056
49 H 5.677 0.201 -0.185  C39 1.104
50 H 1.502 0.509 2.524  N40 1.014
51 H 1.494 0.954 4.062  N40 1.044
52 C -3.104 5.037 -0.529  C53 1.517, H58 1.096, H59 1.097, H60 1.090
53 C -4.136 4.227 0.232  C52 1.517, C54 1.554, N57 1.462, H61 1.099
54 C -4.607 3.074 -0.696  C53 1.554, O55 1.462, H62 1.072, H63 1.093
55 O -5.736 2.366 -0.093  C54 1.462, C56 1.401
56 C -6.224 1.327 -0.895  O55 1.401, H64 1.146, H65 1.108, H66 1.126
57 N -3.577 3.793 1.510  C53 1.462, H67 0.997, H68 1.038
58 H -3.545 5.535 -1.401  C52 1.096
59 H -2.358 4.385 -0.999  C52 1.097
60 H -2.573 5.745 0.108  C52 1.090
61 H -4.949 4.931 0.456  C53 1.099
62 H -3.770 2.430 -0.882  C54 1.072
63 H -5.042 3.383 -1.650  C54 1.093
64 H -6.290 1.652 -1.992  C56 1.146
65 H -7.218 0.981 -0.549  C56 1.108
66 H -5.550 0.425 -0.920  C56 1.126
67 H -4.198 3.223 2.043  N57 0.997
68 H -2.647 3.336 1.445  N57 1.038
69 C -1.082 1.340 -1.159  C70 1.481, H75 1.085, H76 1.112, H77 1.118
70 C -1.484 0.599 0.058  C69 1.481, C71 1.513, N74 1.506, H78 1.125
71 C -0.663 -0.666 0.183  C70 1.513, O72 1.427, H79 1.074, H80 1.090
72 O 0.704 -0.356 0.449  C71 1.427, C73 1.416
73 C 1.542 -1.492 0.331  O72 1.416, H81 1.100, H82 1.116, H83 1.099
74 N -1.381 1.566 1.208  C70 1.506, H84 1.022, H85 1.026
75 H -1.404 0.856 -2.075  C69 1.085
76 H 0.025 1.413 -1.088  C69 1.112
77 H -1.534 2.359 -1.075  C69 1.118
78 H -2.559 0.269 0.033  C70 1.125
79 H -0.815 -1.296 -0.673  C71 1.074
80 H -1.091 -1.208 1.027  C71 1.090
81 H 1.507 -2.083 1.258  C73 1.100
82 H 2.604 -1.247 0.090  C73 1.116
83 H 1.250 -2.116 -0.525  C73 1.099
84 H -1.436 1.055 2.091  N74 1.022
85 H -0.436 1.964 1.204  N74 1.026
86 C -0.499 -5.105 -5.385  C87 1.514, H92 1.095, H93 1.086, H94 1.098
87 C -0.889 -4.077 -4.343  C86 1.514, C88 1.539, N91 1.416, H95 1.122
88 C 0.283 -3.292 -3.727  C87 1.539, O89 1.393, H96 1.115, H97 1.078
89 O 1.122 -4.227 -3.127  C88 1.393, C90 1.419
90 C 0.691 -4.539 -1.811  O89 1.419, H98 1.101, H99 1.100, H100 1.087
91 N -1.815 -3.165 -4.903  C87 1.416, H101 1.008, H102 1.025
92 H -1.386 -5.633 -5.749  C86 1.095
93 H 0.303 -5.754 -5.046  C86 1.086
94 H -0.056 -4.558 -6.228  C86 1.098
95 H -1.437 -4.621 -3.528  C87 1.122
96 H -0.095 -2.517 -3.020  C88 1.115
97 H 0.792 -2.792 -4.536  C88 1.078
98 H -0.190 -5.190 -1.711  C90 1.101
99 H 0.397 -3.632 -1.262  C90 1.100
100 H 1.503 -5.024 -1.276  C90 1.087
101 H -1.262 -2.506 -5.428  N91 1.008
102 H -2.249 -2.658 -4.125  N91 1.025
103 C 2.584 -6.832 0.585  C104 1.536, H106 1.072, H107 1.088, H108 1.062
104 C 2.020 -6.241 1.886  C103 1.536, O105 1.411, H109 1.074, H110 1.077
105 O 1.212 -5.143 1.522  C104 1.411, H111 0.967
106 H 3.226 -7.629 0.903  C103 1.072
107 H 3.116 -6.035 0.071  C103 1.088
108 H 1.795 -7.169 -0.040  C103 1.062
109 H 2.856 -5.972 2.504  C104 1.074
110 H 1.462 -6.924 2.504  C104 1.077
111 H 0.962 -4.703 2.347  O105 0.967
112 C 2.804 5.803 -2.455  C113 1.583, H115 1.112, H116 1.123, H117 1.081
113 C 1.900 5.290 -1.259  C112 1.583, O114 1.396, H118 1.105, H119 1.124
114 O 1.880 3.896 -1.207  C113 1.396, H120 0.982
115 H 3.886 5.654 -2.249  C112 1.112
116 H 2.657 6.913 -2.527  C112 1.123
117 H 2.532 5.328 -3.387  C112 1.081
118 H 0.870 5.657 -1.417  C113 1.105
119 H 2.286 5.725 -0.298  C113 1.124
120 H 1.574 3.634 -0.311  O114 0.982
121 C -2.340 1.306 6.048  C122 1.530, H124 1.083, H125 1.098, H126 1.095
122 C -1.595 1.565 4.738  C121 1.530, O123 1.429, H127 1.088, H128 1.092
123 O -0.774 0.500 4.253  C122 1.429, H129 0.980
124 H -2.802 0.330 6.139  C121 1.083
125 H -3.189 2.001 6.078  C121 1.098
126 H -1.717 1.442 6.939  C121 1.095
127 H -0.888 2.384 4.850  C122 1.088
128 H -2.306 1.910 3.983  C122 1.092
129 H -1.286 -0.335 4.253  O123 0.980
130 C 0.478 5.716 1.950  C131 1.511, H133 1.140, H134 1.091, H135 1.119
131 C 0.364 4.334 2.549  C130 1.511, O132 1.437, H136 1.096, H137 1.109
132 O 0.974 3.400 1.643  C131 1.437, H138 1.002
133 H -0.104 6.403 2.649  C130 1.140
134 H 0.113 5.715 0.922  C130 1.091
135 H 1.542 6.063 1.957  C130 1.119
136 H -0.692 4.061 2.659  C131 1.096
137 H 0.784 4.303 3.574  C131 1.109
138 H 1.610 2.817 2.151  O132 1.002
139 C -6.896 0.658 3.802  C140 1.532, H143 1.088, H144 1.090, H145 1.085
140 C -5.865 -0.437 3.510  C139 1.532, C141 1.494, O142 1.450, H146 1.095
141 C -5.023 -0.104 2.321  C140 1.494, H147 1.058, H148 1.088, H149 1.093
142 O -4.901 -0.607 4.580  C140 1.450, H150 0.960
143 H -6.362 1.606 3.822  C139 1.088
144 H -7.473 0.526 4.718  C139 1.090
145 H -7.633 0.683 3.007  C139 1.085
146 H -6.397 -1.374 3.318  C140 1.095
147 H -5.597 -0.013 1.437  C141 1.058
148 H -4.270 -0.887 2.254  C141 1.088
149 H -4.506 0.835 2.532  C141 1.093
150 H -5.245 -0.155 5.355  O142 0.960
151 C -0.421 4.726 -6.355  C152 1.528, H155 1.070, H156 1.105, H157 1.052
152 C -1.640 4.297 -5.538  C151 1.528, C153 1.520, O154 1.437, H158 1.092
153 C -1.192 3.596 -4.266  C152 1.520, H159 1.107, H160 1.099, H161 1.081
154 O -2.502 5.402 -5.220  C152 1.437, H162 0.943
155 H -0.634 4.688 -7.404  C151 1.070
156 H 0.379 3.990 -6.155  C151 1.105
157 H -0.125 5.690 -6.058  C151 1.052
158 H -2.259 3.605 -6.113  C152 1.092
159 H -0.556 2.711 -4.467  C153 1.107
160 H -2.080 3.265 -3.711  C153 1.099
161 H -0.697 4.284 -3.596  C153 1.081
162 H -2.124 6.043 -4.641  O154 0.943
163 C -3.357 -2.796 -0.526  C164 1.541, H167 1.059, H168 1.086, H169 1.087
164 C -4.159 -2.535 -1.816  C163 1.541, C165 1.546, O166 1.454, H170 1.084
165 C -5.686 -2.576 -1.582  C164 1.546, H171 1.081, H172 1.060, H173 1.112
166 O -3.727 -1.184 -2.132  C164 1.454, H174 0.954
167 H -2.330 -3.007 -0.679  C163 1.059
168 H -3.810 -3.651 -0.034  C163 1.086
169 H -3.576 -1.932 0.095  C163 1.087
170 H -3.872 -3.169 -2.647  C164 1.084
171 H -6.288 -2.362 -2.453  C165 1.081
172 H -5.951 -1.963 -0.759  C165 1.060
173 H -5.960 -3.603 -1.254  C165 1.112
174 H -4.282 -0.846 -2.830  O166 0.954
175 C 4.335 -2.229 -2.590  C176 1.502, H179 1.079, H180 1.117, H181 1.090
176 C 4.391 -3.532 -1.845  C175 1.502, C177 1.530, O178 1.398, H182 1.108
177 C 4.546 -4.803 -2.683  C176 1.530, H183 1.117, H184 1.102, H185 1.091
178 O 5.399 -3.445 -0.880  C176 1.398, H186 0.950
179 H 3.517 -2.151 -3.290  C175 1.079
180 H 5.260 -2.144 -3.212  C175 1.117
181 H 4.347 -1.334 -1.968  C175 1.090
182 H 3.464 -3.620 -1.244  C176 1.108
183 H 4.067 -5.674 -2.173  C177 1.117
184 H 5.566 -5.083 -2.994  C177 1.102
185 H 4.016 -4.743 -3.634  C177 1.091
186 H 5.427 -4.291 -0.451  O178 0.950

=====

ii) Density functional theory data (wB97M-V/def2-TZVPD) for 14 unconnected molecules or ions with the total composition C44H122N6O14.

- Frontier orbital gap: 9.759 eV
- Lowest unoccupied orbital energy: 0.5 eV
- Molar mass: 959.49 g mol⁻¹
- HOMO energy: -9.21 eV

Each atom is followed by the atoms it is bonded to, with distances in Å.
Cartesian coordinates (Å):
1 C -3.930 2.868 -2.056  C2 1.494, H7 1.085, H8 1.089, H9 1.085
2 C -4.394 4.288 -2.020  C1 1.494, C3 1.534, N6 1.462, H10 1.097
3 C -4.545 4.795 -0.580  C2 1.534, O4 1.397, H11 1.101, H12 1.101
4 O -5.807 4.418 -0.117  C3 1.397, C5 1.413
5 C -6.154 5.235 0.982  O4 1.413, H13 1.074, H14 1.087, H15 1.087
6 N -3.418 5.038 -2.811  C2 1.462, H16 1.018, H17 1.024
7 H -3.012 2.819 -1.479  C1 1.085
8 H -3.810 2.586 -3.101  C1 1.089
9 H -4.630 2.251 -1.503  C1 1.085
10 H -5.385 4.458 -2.459  C2 1.097
11 H -4.429 5.890 -0.606  C3 1.101
12 H -3.757 4.441 0.102  C3 1.101
13 H -7.118 4.858 1.270  C5 1.074
14 H -6.192 6.252 0.600  C5 1.087
15 H -5.389 5.094 1.741  C5 1.087
16 H -2.524 5.114 -2.330  N6 1.018
17 H -3.729 5.986 -3.042  N6 1.024
18 C -1.171 5.443 3.656  C19 1.468, H24 1.091, H25 1.084, H26 1.082
19 C -0.633 4.091 3.461  C18 1.468, C20 1.540, N23 1.456, H27 1.076
20 C 0.901 4.146 3.590  C19 1.540, O21 1.418, H28 1.094, H29 1.096
21 O 1.466 2.859 3.404  C20 1.418, C22 1.417
22 C 1.739 2.486 2.064  O21 1.417, H30 1.095, H31 1.093, H32 1.093
23 N -1.242 3.095 4.331  C19 1.456, H33 1.016, H34 1.027
24 H -0.740 6.095 2.895  C18 1.091
25 H -0.787 5.840 4.590  C18 1.084
26 H -2.244 5.581 3.652  C18 1.082
27 H -0.875 3.674 2.499  C19 1.076
28 H 1.283 4.387 4.586  C20 1.094
29 H 1.347 4.798 2.831  C20 1.096
30 H 2.210 3.305 1.511  C22 1.095
31 H 0.828 2.246 1.511  C22 1.093
32 H 2.328 1.566 2.036  C22 1.093
33 H -0.504 2.484 4.669  N23 1.016
34 H -1.507 3.535 5.220  N23 1.027
35 C 4.588 -3.033 0.602  C36 1.535, H41 1.090, H42 1.083, H43 1.087
36 C 3.976 -1.626 0.646  C35 1.535, C37 1.537, N40 1.485, H44 1.094
37 C 5.031 -0.586 0.235  C36 1.537, O38 1.387, H45 1.092, H46 1.080
38 O 4.423 0.656 0.332  C37 1.387, C39 1.367
39 C 5.181 1.606 -0.293  O38 1.367, H47 1.093, H48 1.088, H49 1.087
40 N 2.899 -1.432 -0.358  C36 1.485, H50 1.024, H51 1.032
41 H 5.361 -3.007 1.371  C35 1.090
42 H 5.050 -3.103 -0.374  C35 1.083
43 H 3.844 -3.786 0.851  C35 1.087
44 H 3.596 -1.357 1.635  C36 1.094
45 H 5.257 -0.873 -0.793  C37 1.092
46 H 5.922 -0.665 0.841  C37 1.080
47 H 6.143 1.725 0.211  C39 1.093
48 H 4.581 2.511 -0.224  C39 1.088
49 H 5.414 1.283 -1.305  C39 1.087
50 H 2.439 -0.554 -0.101  N40 1.024
51 H 2.204 -2.159 -0.124  N40 1.032
52 C -0.228 -3.540 -3.750  C53 1.508, H58 1.071, H59 1.094, H60 1.104
53 C -1.323 -3.928 -4.713  C52 1.508, C54 1.557, N57 1.446, H61 1.093
54 C -0.804 -3.947 -6.181  C53 1.557, O55 1.434, H62 1.093, H63 1.096
55 O -0.435 -2.606 -6.531  C54 1.434, C56 1.422
56 C 0.256 -2.585 -7.773  O55 1.422, H64 1.087, H65 1.087, H66 1.090
57 N -1.872 -5.190 -4.270  C53 1.446, H67 1.026, H68 1.023
58 H -0.571 -3.500 -2.736  C52 1.071
59 H 0.159 -2.597 -4.147  C52 1.094
60 H 0.608 -4.261 -3.779  C52 1.104
61 H -2.153 -3.223 -4.630  C53 1.093
62 H -1.487 -4.341 -6.937  C54 1.093
63 H 0.087 -4.582 -6.257  C54 1.096
64 H 1.224 -3.075 -7.691  C56 1.087
65 H 0.478 -1.539 -7.964  C56 1.087
66 H -0.380 -3.096 -8.496  C56 1.090
67 H -2.631 -5.501 -4.887  N57 1.026
68 H -1.192 -5.953 -4.235  N57 1.023
69 C 3.225 0.083 7.127  C70 1.523, H75 1.091, H76 1.094, H77 1.086
70 C 2.373 0.851 6.125  C69 1.523, C71 1.555, N74 1.408, H78 1.092
71 C 0.857 0.769 6.461  C70 1.555, O72 1.418, H79 1.091, H80 1.092
72 O 0.420 -0.541 6.143  C71 1.418, C73 1.435
73 C -0.939 -0.475 5.684  O72 1.435, H81 1.089, H82 1.081, H83 1.079
74 N 2.747 2.208 6.142  C70 1.408, H84 1.014, H85 1.015
75 H 2.862 -0.938 7.253  C69 1.091
76 H 3.093 0.580 8.093  C69 1.094
77 H 4.282 0.039 6.878  C69 1.086
78 H 2.451 0.401 5.134  C70 1.092
79 H 0.364 1.539 5.865  C71 1.091
80 H 0.769 1.039 7.516  C71 1.092
81 H -1.021 0.132 4.785  C73 1.089
82 H -1.522 -0.032 6.480  C73 1.081
83 H -1.241 -1.490 5.478  C73 1.079
84 H 3.699 2.214 6.490  N74 1.014
85 H 2.738 2.577 5.196  N74 1.015
86 C 0.216 -0.251 -2.319  C87 1.539, H92 1.088, H93 1.082, H94 1.095
87 C -1.081 -0.745 -1.654  C86 1.539, C88 1.453, N91 1.440, H95 1.080
88 C -1.114 -0.485 -0.225  C87 1.453, O89 1.366, H96 1.096, H97 1.099
89 O 0.064 -0.930 0.304  C88 1.366, C90 1.399
90 C 0.122 -0.821 1.698  O89 1.399, H98 1.096, H99 1.091, H100 1.102
91 N -2.258 -0.049 -2.104  C87 1.440, H101 1.020, H102 1.025
92 H 0.235 -0.124 -3.400  C86 1.088
93 H 1.077 -0.814 -1.986  C86 1.082
94 H 0.286 0.794 -2.000  C86 1.095
95 H -1.251 -1.795 -1.841  C87 1.080
96 H -1.981 -1.014 0.185  C88 1.096
97 H -1.260 0.587 -0.032  C88 1.099
98 H -0.664 -1.404 2.192  C90 1.096
99 H 0.014 0.229 1.974  C90 1.091
100 H 1.118 -1.213 1.962  C90 1.102
101 H -2.354 -0.191 -3.110  N91 1.020
102 H -2.113 0.960 -1.995  N91 1.025
103 C 3.607 -3.617 -3.282  C104 1.581, H107 1.088, H108 1.097, H109 1.081
104 C 4.661 -2.450 -3.122  C103 1.581, C105 1.509, O106 1.396, H110 1.085
105 C 5.514 -2.318 -4.360  C104 1.509, H111 1.108, H112 1.095, H113 1.093
106 O 3.998 -1.237 -2.923  C104 1.396, H114 1.001
107 H 2.988 -3.325 -4.128  C103 1.088
108 H 3.020 -3.696 -2.359  C103 1.097
109 H 4.157 -4.538 -3.417  C103 1.081
110 H 5.257 -2.704 -2.253  C104 1.085
111 H 4.800 -2.193 -5.198  C105 1.108
112 H 6.047 -3.257 -4.546  C105 1.095
113 H 6.180 -1.452 -4.330  C105 1.093
114 H 3.604 -1.149 -2.007  O106 1.001
115 C 1.354 3.883 -2.030  C116 1.531, H119 1.093, H120 1.083, H121 1.090
116 C -0.066 4.325 -1.669  C115 1.531, C117 1.524, O118 1.383, H122 1.101
117 C -0.310 4.475 -0.172  C116 1.524, H123 1.086, H124 1.090, H125 1.097
118 O -0.441 5.488 -2.315  C116 1.383, H126 0.963
119 H 1.677 2.966 -1.530  C115 1.093
120 H 2.083 4.654 -1.813  C115 1.083
121 H 1.461 3.683 -3.096  C115 1.090
122 H -0.749 3.525 -1.998  C116 1.101
123 H -1.332 4.656 0.148  C117 1.086
124 H 0.455 4.952 0.439  C117 1.090
125 H -0.152 3.435 0.141  C117 1.097
126 H -0.440 5.415 -3.275  O118 0.963
127 C 0.248 -5.000 3.432  C128 1.505, H131 1.084, H132 1.101, H133 1.085
128 C -0.348 -4.575 2.116  C127 1.505, C129 1.567, O130 1.393, H134 1.087
129 C 0.844 -4.303 1.135  C128 1.567, H135 1.102, H136 1.086, H137 1.090
130 O -1.148 -5.625 1.670  C128 1.393, H138 0.958
131 H 0.846 -4.165 3.780  C127 1.084
132 H 0.965 -5.804 3.206  C127 1.101
133 H -0.440 -5.376 4.182  C127 1.085
134 H -0.937 -3.665 2.193  C128 1.087
135 H 0.464 -3.889 0.188  C129 1.102
136 H 1.454 -5.188 0.978  C129 1.086
137 H 1.491 -3.588 1.643  C129 1.090
138 H -1.624 -5.346 0.886  O130 0.958
139 C -4.470 0.371 1.654  C140 1.537, H143 1.096, H144 1.092, H145 1.099
140 C -3.486 1.499 2.004  C139 1.537, C141 1.578, O142 1.423, H146 1.090
141 C -4.161 2.756 2.678  C140 1.578, H147 1.096, H148 1.094, H149 1.086
142 O -2.328 1.036 2.689  C140 1.423, H150 0.972
143 H -4.975 -0.021 2.544  C139 1.096
144 H -4.006 -0.429 1.074  C139 1.092
145 H -5.192 0.854 0.981  C139 1.099
146 H -3.164 1.821 1.013  C140 1.090
147 H -3.411 3.556 2.667  C141 1.096
148 H -4.549 2.571 3.683  C141 1.094
149 H -4.959 3.001 1.982  C141 1.086
150 H -1.946 1.668 3.320  O142 0.972
151 C 4.256 -3.460 6.764  C152 1.550, H155 1.089, H156 1.090, H157 1.095
152 C 3.043 -3.628 5.813  C151 1.550, C153 1.535, O154 1.400, H158 1.094
153 C 3.439 -3.008 4.465  C152 1.535, H159 1.087, H160 1.086, H161 1.083
154 O 2.547 -4.916 5.581  C152 1.400, H162 0.963
155 H 5.160 -3.871 6.317  C151 1.089
156 H 4.133 -3.674 7.825  C151 1.090
157 H 4.435 -2.380 6.720  C151 1.095
158 H 2.136 -3.169 6.216  C152 1.094
159 H 2.673 -3.125 3.703  C153 1.087
160 H 4.313 -3.483 4.028  C153 1.086
161 H 3.582 -1.962 4.702  C153 1.083
162 H 3.317 -5.394 5.256  O154 0.963
163 C -6.271 0.137 -3.141  C164 1.512, H167 1.094, H168 1.089, H169 1.086
164 C -5.719 -1.171 -2.620  C163 1.512, C165 1.565, O166 1.412, H170 1.087
165 C -4.974 -2.030 -3.694  C164 1.565, H171 1.098, H172 1.077, H173 1.094
166 O -4.930 -0.944 -1.471  C164 1.412, H174 0.988
167 H -5.495 0.771 -3.580  C163 1.094
168 H -6.836 0.614 -2.341  C163 1.089
169 H -7.022 -0.108 -3.886  C163 1.086
170 H -6.530 -1.821 -2.302  C164 1.087
171 H -5.650 -2.351 -4.497  C165 1.098
172 H -4.676 -2.921 -3.167  C165 1.077
173 H -4.175 -1.449 -4.165  C165 1.094
174 H -4.045 -0.613 -1.759  O166 0.988
175 C -1.106 1.247 -5.500  O176 1.423, H177 1.092, H178 1.090, H179 1.094
176 O -2.458 1.065 -5.096  C175 1.423, H180 0.964
177 H -0.651 0.261 -5.610  C175 1.092
178 H -1.084 1.839 -6.414  C175 1.090
179 H -0.485 1.730 -4.740  C175 1.094
180 H -2.838 1.945 -4.987  O176 0.964
181 C 2.340 -0.380 -5.758  O182 1.448, H183 1.094, H184 1.086, H185 1.086
182 O 3.060 0.518 -4.880  C181 1.448, H186 0.976
183 H 1.717 -1.045 -5.152  C181 1.094
184 H 1.718 0.289 -6.345  C181 1.086
185 H 3.017 -0.939 -6.398  C181 1.086
186 H 3.484 -0.108 -4.262  O182 0.976

=====

Quick one: most stable of them? i)